Record 1
Entry from the OMol25 dataset: 17 unconnected molecules or ions with the total composition C89H217N12O25 in a non-equilibrium geometry (ωB97M-V with the def2-TZVPD basis set).

Cartesian coordinates (Å):
H  2.896  -6.522  1.158
H  -6.054  -0.629  -1.644
H  5.165  -5.668  0.027
H  -3.075  7.639  -1.242
H  3.459  5.098  -9.790
O  -6.124  -3.558  -1.722
H  6.038  1.870  0.754
C  4.629  1.840  -9.901
H  -4.732  0.557  -1.864
H  -0.659  9.363  -1.069
H  -4.693  -5.279  1.057
H  -10.436  3.073  -1.767
C  -1.624  -1.975  9.979
C  0.767  4.311  4.710
H  3.218  -6.910  -0.502
H  4.695  1.783  1.974
C  6.774  -0.689  1.332
C  -0.350  5.134  2.519
H  -2.261  -8.746  1.832
H  -3.075  -8.427  -1.474
H  -5.058  -2.132  4.703
H  -6.482  3.603  2.346
H  0.133  1.659  -5.373
C  -6.506  -0.214  2.176
O  1.553  2.419  -4.606
H  1.022  -4.974  6.227
H  -2.636  -7.404  3.061
N  6.062  0.374  2.184
H  -2.102  6.657  -0.342
H  3.534  -5.712  3.713
C  -5.606  -1.295  4.270
H  0.930  -1.249  -3.555
H  -0.579  1.416  6.900
H  -4.897  -3.330  2.492
C  -3.713  -8.955  -0.766
H  2.373  4.292  -1.331
H  5.582  5.807  -10.816
O  4.796  2.272  -12.322
C  3.847  -3.112  0.461
H  -8.011  3.424  1.615
H  5.741  -1.186  3.672
C  0.296  2.824  2.693
H  2.696  3.187  5.110
C  -1.415  4.929  -3.847
H  -3.233  6.179  -3.475
H  4.756  0.215  3.815
H  -2.487  -11.324  -1.334
H  0.534  -2.388  8.593
C  2.692  -8.610  0.829
C  6.643  4.834  -4.560
H  3.742  -10.306  1.651
C  -5.695  6.028  1.286
C  -8.019  5.881  0.248
H  2.835  3.889  2.927
C  5.240  2.709  -4.134
H  -0.234  4.194  5.126
C  -0.028  -0.523  0.413
H  -1.260  10.400  1.109
H  4.883  -9.097  -0.928
N  4.830  -7.565  0.655
H  -6.672  -2.881  2.705
H  -0.885  -2.654  -3.774
C  3.360  -3.655  6.481
O  -3.602  -4.342  5.425
O  -4.239  -4.379  -2.347
H  2.564  -9.213  -0.071
H  6.493  3.665  -2.001
H  5.907  2.080  4.810
H  7.549  0.333  3.571
H  3.784  2.605  -7.289
H  -5.511  6.673  0.427
C  1.107  2.783  -5.663
C  1.078  -6.291  4.766
O  2.333  3.400  0.487
H  7.394  2.078  -4.281
C  1.877  -5.536  5.850
H  -1.870  -7.276  -0.286
H  -2.891  -5.795  -0.291
H  -0.470  -5.329  0.519
H  -6.978  3.300  -0.360
H  1.723  -8.505  1.318
H  5.346  -7.375  -1.408
H  3.259  4.606  -3.815
H  6.144  0.950  -4.741
H  3.578  0.828  -11.452
C  3.586  -9.249  1.869
H  -2.006  8.972  1.666
H  4.524  -4.288  3.942
H  2.452  -6.087  6.594
H  4.611  0.607  0.659
C  -4.387  -5.998  1.817
C  3.319  -7.293  0.514
H  -1.598  0.291  -1.479
H  -0.687  -0.258  -6.152
H  -4.426  0.597  4.492
O  -2.194  2.254  0.865
H  4.390  2.277  -3.606
H  -1.004  7.082  2.096
H  -3.184  -2.640  3.200
C  6.383  1.751  -4.041
C  -1.257  -5.753  1.142
N  -1.414  -1.655  8.494
C  -2.343  -6.508  0.325
H  -0.133  0.506  0.067
N  -6.804  5.103  0.769
H  2.062  1.278  -7.747
H  -2.297  0.515  -6.252
H  -1.281  4.851  3.011
H  4.771  2.700  -5.118
H  8.918  -5.147  0.941
H  7.519  -6.527  -0.191
C  -5.238  0.022  4.937
H  -9.816  4.641  0.103
H  -3.362  -1.243  8.436
H  -1.582  -2.022  -0.181
C  -5.555  4.634  -1.558
H  3.682  4.146  -11.332
H  5.226  3.391  -7.932
C  -6.722  -0.080  0.652
H  0.413  -5.615  4.228
H  7.417  -1.204  2.045
O  -2.600  0.862  6.861
H  7.570  -4.258  0.197
C  4.928  -8.502  1.899
N  -5.414  -1.270  2.692
H  4.233  4.953  -5.307
H  -3.710  0.111  2.324
H  0.682  5.245  -3.869
H  1.168  -2.926  4.702
H  -1.716  3.886  -3.941
H  4.228  6.059  -3.864
O  -2.254  -5.970  5.022
H  -3.580  -5.437  2.288
H  1.065  2.144  3.059
H  3.984  -4.320  7.079
H  5.988  -1.323  0.922
C  0.360  -3.860  -2.500
O  3.241  -3.907  -0.240
H  -4.808  5.390  -1.314
N  0.749  4.203  3.153
H  7.276  1.493  -2.421
H  -0.797  -1.587  10.574
H  -7.544  6.587  -0.434
H  7.427  -4.631  1.915
C  -5.719  0.386  -1.434
C  0.733  -0.911  -2.538
H  -4.967  -7.187  -0.486
C  -6.189  4.046  -0.273
H  -4.839  -0.189  5.929
C  -0.794  -2.817  -2.700
H  -2.375  8.797  -3.169
H  -7.973  4.692  2.689
H  -9.717  6.008  -0.945
H  -6.089  6.303  3.420
O  -4.224  -2.950  -0.707
H  5.719  5.360  -1.998
C  -3.988  -0.936  2.203
H  -0.518  -0.518  1.387
H  -3.149  -6.276  5.187
C  4.511  1.376  -11.322
H  2.366  2.492  -1.400
H  -2.862  0.699  -3.632
C  5.638  4.299  -2.236
H  1.414  -8.066  4.060
H  -1.929  -1.457  2.604
H  0.560  -4.663  -3.210
H  -0.336  7.050  3.736
C  1.890  1.342  -8.821
H  2.734  -2.639  3.971
H  0.371  -4.257  -1.484
O  6.405  1.229  -2.726
H  -5.785  -2.693  1.130
H  -0.411  4.909  1.454
O  3.760  -1.917  0.022
H  3.705  4.366  -7.611
C  2.118  4.623  2.559
H  -5.480  3.549  0.391
H  0.436  -6.998  5.292
H  0.074  -0.284  8.598
C  -1.826  9.540  0.753
C  -1.743  -0.356  -5.900
C  -6.037  6.904  2.512
C  -5.720  -2.671  2.218
H  3.740  1.022  -13.749
H  -4.815  5.421  1.501
C  2.332  2.687  -9.443
H  7.542  4.947  -3.955
H  7.903  1.581  2.401
H  1.148  2.323  5.581
H  -2.712  1.491  6.145
H  -6.342  -6.957  2.064
H  2.605  -3.300  7.182
H  0.700  6.971  -2.332
H  -5.244  -7.145  3.425
H  -2.535  -1.491  10.328
N  2.797  -4.453  5.252
C  2.238  4.714  1.046
H  -4.346  -9.639  -1.331
H  1.025  -0.779  0.529
H  -9.351  3.176  -3.201
C  5.552  -6.249  0.865
H  0.141  4.138  -2.690
N  3.808  3.043  -9.397
H  0.247  2.845  1.604
C  -1.805  -0.510  -2.189
H  3.897  -2.820  6.032
H  1.061  5.341  4.911
H  -1.293  -11.166  -0.105
C  -2.791  -2.031  7.945
C  -0.096  6.251  -2.141
C  5.419  -8.181  -0.677
H  -5.223  -8.316  0.780
N  5.459  4.240  -3.766
H  -7.498  0.679  0.556
O  -1.525  -3.846  4.926
H  -0.104  5.902  -1.108
H  2.363  0.469  -9.272
N  -1.434  7.002  -2.281
C  3.999  4.300  -10.300
C  7.113  -6.308  0.796
C  -1.939  0.121  -3.579
H  5.678  2.006  -9.656
C  -7.323  4.189  1.974
C  -2.429  -4.657  5.170
H  -0.310  8.120  0.035
O  1.806  -7.194  3.979
H  -0.590  8.786  -3.281
H  5.464  1.121  -13.996
C  -1.214  0.541  7.034
O  -5.542  0.379  0.000
H  6.468  -8.458  -0.575
H  6.837  4.177  -5.407
H  -7.410  -0.449  2.737
H  5.902  4.977  -9.399
H  1.504  -1.220  -1.832
H  -6.942  7.511  2.490
H  6.011  4.010  -10.907
C  7.102  1.146  2.999
O  -2.758  -9.780  -0.104
H  -5.984  -5.574  3.024
H  -1.323  -9.949  -1.519
H  -2.919  -1.137  4.068
H  1.409  5.243  0.576
C  -1.145  8.706  -0.348
O  5.967  3.367  3.143
H  -0.475  -3.639  7.917
C  -2.308  5.877  -2.983
H  -2.655  5.282  -2.138
H  3.310  -2.309  -0.730
H  -1.447  7.757  -4.308
O  -2.675  4.171  0.140
H  -1.349  0.425  9.271
H  1.775  3.502  6.503
N  -0.579  -1.463  -1.961
H  1.850  3.553  -8.989
H  -6.382  1.189  -1.756
H  -5.344  7.739  2.614
H  -1.701  -4.939  1.714
H  -1.026  -0.180  6.238
C  -5.532  -6.477  2.613
C  7.842  -4.977  0.969
H  5.786  -9.132  1.668
H  7.406  2.725  4.444
H  3.123  5.311  0.825
H  7.328  -0.202  0.530
H  7.445  -7.028  1.544
H  -0.684  -6.473  1.727
O  -1.988  -0.826  -4.569
C  -0.198  6.690  2.717
H  5.279  0.608  -11.420
H  0.710  7.121  2.296
C  -9.135  5.167  -0.568
C  -1.871  -10.584  -0.823
H  6.371  5.814  -4.953
O  0.089  2.124  -6.212
H  -3.890  -1.340  1.195
H  -2.801  -1.834  6.873
H  -1.769  -3.180  -2.375
H  3.113  -9.257  2.852
H  -6.246  5.112  -2.252
H  5.116  -7.903  2.791
C  4.600  1.685  -13.646
H  -0.715  2.760  3.095
H  0.048  -2.560  -0.300
C  -0.579  -1.679  -0.436
H  2.361  5.582  3.018
N  -3.523  -7.103  1.150
C  -0.329  -2.559  7.948
H  -1.428  5.186  -4.907
H  -3.789  -8.581  2.782
H  -0.129  -2.098  6.981
C  2.018  3.374  -0.862
C  -1.491  8.173  -3.301
C  6.539  2.290  3.947
O  4.284  -3.355  1.564
H  -1.136  0.834  -3.767
C  5.480  4.809  -10.390
H  4.473  1.023  -9.197
H  -8.355  6.325  1.185
H  4.629  -5.636  5.124
H  4.772  3.805  -1.795
H  -6.261  0.762  2.596
C  -4.819  -3.618  -1.603
C  1.661  3.275  5.443
H  -7.139  -1.003  0.248
H  -10.447  4.444  -2.937
C  3.970  -5.063  4.472
H  0.930  3.444  -0.847
H  0.809  1.235  -8.909
C  4.177  5.031  -4.222
C  -2.988  -8.056  2.262
H  -6.641  -1.543  4.506
C  5.285  1.244  1.232
C  -0.091  5.117  -3.111
H  -2.679  -1.118  -1.958
H  -3.133  -3.051  8.119
H  5.169  -5.883  1.817
O  -1.706  2.808  -1.266
H  -4.952  3.979  -2.186
C  -2.187  3.078  -0.148
H  4.393  2.470  -14.374
H  1.731  -3.998  3.468
H  2.101  2.678  -10.508
C  4.137  3.416  -7.926
C  -2.022  7.539  -0.977
H  -6.079  -3.831  -2.641
O  1.489  3.839  -6.175
H  -2.040  -1.100  -6.639
H  1.327  -3.381  -2.651
C  -4.443  -7.919  0.129
C  -2.900  -1.595  3.079
H  -1.782  -3.050  10.070
H  -2.924  2.659  1.338
C  -9.830  3.728  -2.393
H  5.896  4.122  3.732
C  -0.994  -0.155  8.420
H  0.656  0.171  -2.647
O  -8.722  4.317  -1.678
C  2.065  -3.421  4.330
H  -2.763  9.952  0.379
H  -6.135  0.640  4.968
C  5.117  -0.511  3.087
H  4.336  -1.021  2.523

Atoms 1-6, force components in eV/Å:
0.987 0.233 0.365
-0.195 0.197 -0.815
-0.008 0.593 0.378
-0.016 1.204 0.067
-0.578 -0.282 -0.225
-1.997 1.127 -0.215

Properties
HOMO-LUMO gap (Ha): 0.229
Charge: +7

=====

Record 2
Entry from the OMol25 dataset: a molecular structure, C8CuF24N4O16S8 in a non-equilibrium geometry (ωB97M-V with the def2-TZVPD basis set).

Cartesian coordinates (Å):
F  2.308  -7.913  0.072
O  5.202  -0.892  -3.108
F  3.968  1.447  4.567
S  -5.852  3.767  -1.659
O  2.761  -1.336  -2.918
O  -0.312  1.948  5.137
C  3.367  0.776  -4.559
O  5.758  1.008  -0.442
N  0.841  0.927  3.071
O  0.707  -0.323  5.474
C  -0.478  3.263  2.850
F  0.463  4.058  3.286
C  2.784  1.646  5.120
S  3.840  -0.345  -3.039
F  -2.322  -3.810  1.253
O  -0.388  -5.005  2.868
C  2.266  -6.735  -0.525
O  2.489  -6.021  2.192
F  -2.822  -5.853  0.488
O  2.398  -0.869  3.836
F  -8.147  5.131  -1.563
F  3.378  -6.582  -1.327
F  3.433  3.874  -1.903
S  5.001  1.527  -1.542
F  4.404  1.486  -5.068
S  -0.212  -5.408  1.437
F  -6.085  1.275  -3.934
N  3.640  0.684  -1.669
C  -1.855  -4.875  0.597
S  -0.446  1.561  3.729
F  2.399  1.567  -4.184
O  -3.626  2.839  -2.881
F  -1.540  -4.464  -0.662
F  5.371  4.124  -0.941
Cu  1.388  -1.057  0.218
F  1.200  -6.617  -1.229
F  -8.315  3.102  -0.977
F  -7.460  4.440  0.375
F  -5.421  -0.562  -2.893
C  -7.564  4.159  -0.910
N  -5.579  2.316  -1.111
O  -0.162  -6.846  1.326
C  4.288  3.328  -1.002
S  2.346  -5.369  0.896
F  2.903  1.386  6.417
O  -6.037  3.925  -3.069
F  -4.192  0.380  -4.340
O  -3.307  0.965  -1.389
F  2.997  0.005  -5.573
O  5.762  1.782  -2.812
O  -4.969  4.834  -1.114
O  -1.582  0.797  3.284
F  -1.641  3.854  3.105
S  -4.250  1.784  -2.129
F  -0.366  3.085  1.517
N  1.036  -4.471  0.645
O  3.568  -4.609  0.554
F  2.334  2.885  4.908
C  -5.060  0.587  -3.411
F  3.803  3.266  0.230
S  1.583  0.170  4.431

Atoms 1-6, force components in eV/Å:
0.184 -0.503 -0.346
-2.321 1.138 -0.727
-0.651 0.341 -0.259
1.015 4.320 0.856
0.708 1.601 -0.504
-0.206 -0.268 -2.287

Properties
HOMO-LUMO gap (spin up / spin down) (Ha): 0.216 / 0.087
Relative energy (zero: lowest compared OMol25 entry of this formula, charge and spin) (kJ/mol): 230.71
2S+1: 2
Charge: -2